C20H54BF4N2O8 | the ωB97M-V functional and the def2-TZVPD basis

The value obtained for the electronic energy is -52518.57274 eV. As for the HOMO energy: -6.926 eV. The value obtained for the orbital gap is 9.53 eV. The calculation puts the relative energy (zero: lowest compared OMol25 entry of this formula, charge and spin) at 1.6444 eV. The net charge is -1. The calculation puts the strongest force on any atom at 12.63 eV/Å.

Last column: Mulliken charge in e.
Element x y z (Å)
B1 -38.64530 -127.79194 -15.03767  -0.175
F1 -37.69827 -127.74687 -16.03119  -0.350
F2 -39.76380 -128.35260 -15.55156  -0.015
F3 -38.12849 -128.61076 -14.04078  0.007
F4 -38.80373 -126.52139 -14.60874  -0.419
C1 -39.41741 -126.07387 -11.51510  0.016
C2 -40.44295 -125.99383 -10.38551  -0.089
N1 -41.22625 -125.94005 -9.51448  -0.519
H1 -39.48198 -125.19195 -12.21935  0.197
H2 -38.67845 -125.91923 -10.85458  0.387
H3 -39.27707 -126.96847 -12.08611  -0.015
C3 -35.59854 -125.90393 -13.13831  -0.181
C4 -35.26592 -126.12017 -11.65271  0.049
N2 -35.07281 -126.29039 -10.58269  -0.405
H4 -36.43333 -125.21747 -12.91424  0.187
H5 -34.88289 -125.50539 -13.81225  0.513
H6 -36.04413 -126.79138 -13.48804  -0.110
C5 -37.23610 -132.25062 -14.74267  -0.808
C6 -37.64556 -131.88779 -16.23643  -0.147
O1 -36.93188 -130.79352 -16.80231  -0.545
H7 -36.30300 -132.86258 -14.74457  0.327
H8 -37.88504 -133.00562 -14.50220  0.469
H9 -37.39642 -131.33596 -14.05732  0.068
H10 -38.67076 -131.76115 -16.38206  -0.021
H11 -37.89169 -132.89152 -16.74117  0.337
H12 -37.41218 -129.93593 -16.28873  0.216
C7 -41.91583 -132.63350 -16.13526  -1.107
C8 -41.61971 -131.35008 -15.41914  0.364
O2 -41.58299 -130.27940 -16.30892  -0.538
H13 -41.01420 -132.96802 -16.54131  0.237
H14 -42.51485 -132.61376 -17.07801  0.330
H15 -42.26242 -133.40637 -15.32357  0.248
H16 -40.58974 -131.43515 -15.07433  -0.024
H17 -42.16711 -131.01770 -14.37918  0.143
H18 -40.96125 -129.64509 -16.11221  0.478
C9 -37.42708 -123.24663 -18.19875  -1.325
C10 -37.89372 -124.61508 -17.69750  -0.277
O3 -37.12574 -124.71036 -16.49231  -0.397
H19 -37.38960 -122.28533 -17.56293  0.274
H20 -37.97536 -122.97950 -19.13831  0.364
H21 -36.39728 -123.35478 -18.60281  0.268
H22 -37.64808 -125.36056 -18.25460  0.501
H23 -38.86643 -124.72544 -17.58766  0.487
H24 -37.34348 -125.21953 -15.89226  0.163
C11 -42.56893 -123.63820 -15.20279  -1.627
C12 -41.48117 -124.52351 -14.69051  0.432
O4 -40.90917 -125.33308 -15.71247  -0.552
H25 -42.01577 -122.92345 -15.89884  0.275
H26 -43.01559 -123.24184 -14.37158  0.509
H27 -43.44034 -124.11972 -15.43060  0.429
H28 -41.97759 -125.12214 -13.90245  -0.010
H29 -40.62203 -124.03004 -14.08550  0.122
H30 -40.11657 -125.89134 -15.24148  0.365
C13 -39.79959 -128.13941 -20.55997  -1.291
C14 -39.39206 -127.96394 -18.99901  0.623
O5 -38.01584 -127.82449 -18.80884  -0.582
H31 -40.86725 -127.68925 -20.66681  0.286
H32 -39.67540 -129.05644 -20.85630  0.477
H33 -39.06727 -127.46993 -21.03309  0.288
H34 -39.49710 -129.01644 -18.54407  -0.102
H35 -39.88342 -127.25388 -18.19112  -0.043
H36 -37.88409 -127.79103 -17.85517  0.286
C15 -33.67526 -125.96120 -17.31685  -1.028
C16 -34.34501 -127.22872 -17.80172  0.176
O6 -33.19979 -128.03275 -17.88989  -0.520
H37 -34.50806 -125.12670 -17.02135  0.072
H38 -32.98520 -125.44716 -17.85261  0.414
H39 -33.27173 -126.18839 -16.37006  0.354
H40 -34.79900 -127.35624 -18.77946  0.385
H41 -34.98030 -127.85176 -16.96648  -0.164
H42 -33.22433 -128.20742 -18.80113  0.315
C17 -42.19224 -128.07161 -13.19996  -0.387
C18 -43.46056 -128.04096 -14.03863  -0.267
O7 -44.35032 -129.01843 -13.68511  -0.585
H43 -41.43083 -127.34642 -13.50981  -0.182
H44 -41.94821 -129.00057 -13.37602  0.217
H45 -42.43582 -127.84310 -12.16740  0.330
H46 -43.13466 -128.26295 -15.12708  0.109
H47 -43.95479 -127.08968 -14.09337  0.424
H48 -45.25439 -129.16417 -13.96238  0.306
C19 -36.57825 -129.49663 -9.58088  -1.818
C20 -36.75612 -129.02409 -10.94035  0.756
O8 -37.93685 -129.62229 -11.58188  -0.620
H49 -35.87685 -128.64849 -9.18206  0.296
H50 -36.11803 -130.35108 -9.61692  0.509
H51 -37.39783 -129.46460 -9.13297  0.573
H52 -35.92642 -129.21374 -11.54685  0.403
H53 -37.00357 -127.88049 -10.88954  -0.402
H54 -37.86704 -129.47354 -12.53461  0.287



C20H54N3O5SSi4 | the ωB97M-V functional and the def2-TZVPD basis

The value obtained for the electronic energy is -78671.95762 eV. As for the HOMO energy: -11.587 eV. The value obtained for the orbital gap is 8.60 eV. The net charge is +1. The calculation puts the strongest force on any atom at 0.94 eV/Å.

Last column: Mulliken charge in e.
Element x y z (Å)
C1 8.06175 0.24597 -0.00392  -0.868
C2 7.32728 0.30614 1.32990  -0.345
O1 5.91345 0.39848 1.18204  -0.309
C3 5.44911 1.60802 0.64686  -0.482
C4 4.02125 1.39906 0.19319  -0.273
O2 3.12597 1.25867 1.30270  -0.308
C5 2.22567 2.27645 1.47909  -0.520
N1 1.18405 2.25320 0.40632  -0.086
C6 0.27058 1.32409 0.33954  0.207
N2 0.12396 0.34013 1.32323  -0.202
C7 -0.35089 -0.79507 0.50665  0.230
O3 -0.83422 -1.77019 1.34816  -0.523
C8 -1.31180 -0.11757 -0.50102  -0.344
S1 -2.96888 0.24561 0.14010  -0.202
N3 -0.59976 1.16645 -0.65629  -0.220
H1 8.08941 1.22488 -0.48948  0.321
H2 9.09600 -0.06700 0.15195  0.394
H3 7.56466 -0.46059 -0.67348  0.065
H4 7.48924 -0.61160 1.89739  0.325
H5 7.70267 1.13653 1.94512  0.303
H6 6.03878 1.92813 -0.22210  0.355
H7 5.49682 2.42118 1.39095  0.285
H8 3.97828 0.44760 -0.34399  -0.058
H9 3.71605 2.22039 -0.46592  0.512
H10 2.67205 3.27621 1.43714  0.383
H11 1.73133 2.12695 2.43668  0.337
H12 1.20589 2.94874 -0.32749  0.281
H13 -0.63384 0.63565 1.94729  0.320
H14 0.51618 -1.12296 -0.08514  0.091
H15 -1.18355 -2.51873 0.84115  0.395
H16 -1.35707 -0.63816 -1.45652  0.498
H17 -3.14310 -0.95948 0.69862  0.154
H18 -0.41567 1.53891 -1.57760  0.257
O4 -7.91500 1.28645 4.19095  -0.407
Si1 -6.59595 0.96744 3.27419  0.435
C9 -5.22815 2.18985 3.64758  -0.844
C10 -7.02298 1.07148 1.45519  -0.823
C11 -5.99445 -0.75436 3.66255  -0.874
Si2 -9.02009 2.47997 4.48535  0.392
C12 -10.21061 1.87272 5.77770  -1.017
C13 -9.94368 2.88567 2.91282  -1.000
C14 -8.14355 4.01101 5.10178  -1.001
H19 -5.49828 3.20012 3.33352  0.297
H20 -4.31138 1.90810 3.12170  0.236
H21 -5.00946 2.21914 4.71692  0.288
H22 -7.87332 0.43058 1.21440  0.289
H23 -6.17690 0.74985 0.84112  0.226
H24 -7.27872 2.09120 1.16055  0.278
H25 -6.75670 -1.50324 3.44082  0.287
H26 -5.72048 -0.85487 4.71415  0.294
H27 -5.10971 -0.98332 3.06141  0.169
H28 -10.74054 0.97823 5.44565  0.287
H29 -10.95284 2.64666 5.98569  0.305
H30 -9.70079 1.63446 6.71287  0.287
H31 -9.28834 3.33555 2.16377  0.292
H32 -10.74729 3.59539 3.12068  0.386
H33 -10.39033 1.99061 2.47497  0.285
H34 -7.50506 4.44906 4.33143  0.290
H35 -7.51940 3.78663 5.96929  0.283
H36 -8.87289 4.76770 5.39879  0.386
O5 4.13153 -3.41948 -4.51277  -0.341
Si3 4.92383 -2.86154 -5.85375  0.391
C15 6.72614 -2.58554 -5.45127  -0.999
C16 4.15838 -1.24470 -6.40138  -1.008
C17 4.75911 -4.12393 -7.20653  -1.026
Si4 3.78414 -2.99174 -2.97237  0.298
C18 2.77294 -4.33569 -2.17456  -1.033
C19 2.78450 -1.39690 -2.96011  -0.403
C20 5.34218 -2.70711 -1.98188  -0.844
H37 6.86142 -1.77788 -4.72840  0.281
H38 7.27772 -2.31911 -6.35537  0.395
H39 7.17914 -3.48750 -5.03484  0.293
H40 3.08194 -1.34868 -6.55433  0.278
H41 4.60096 -0.92148 -7.34596  0.397
H42 4.32190 -0.45040 -5.66932  0.292
H43 3.71428 -4.30027 -7.46813  0.289
H44 5.19944 -5.07969 -6.91752  0.291
H45 5.27624 -3.77112 -8.10162  0.305
H46 1.84027 -4.51254 -2.71422  0.303
H47 2.52726 -4.05721 -1.14619  0.285
H48 3.32304 -5.27732 -2.14240  0.300
H49 3.37804 -0.55639 -3.32643  0.311
H50 2.46853 -1.17043 -1.93562  -0.256
H51 1.89422 -1.48215 -3.58776  0.333
H52 5.90522 -1.85258 -2.36493  0.058
H53 5.99637 -3.58010 -2.01380  0.400
H54 5.09651 -2.50670 -0.93546  0.405